Record 1
The following is a DFT calculation (ωB97M-V with the def2-TZVPD basis set) of a 4-piece molecular cluster, C3H14NO4 overall.

XYZ file:
```
22
Properties=species:S:1:pos:R:3:forces:R:3
C 0.4461 -1.0483 1.5465 1.840 1.924 1.430
C 1.4506 -1.7588 0.6658 0.430 -1.494 -0.931
C 2.6703 -0.9391 0.1291 -2.040 2.532 -2.318
O 2.3815 -0.1544 -0.7930 1.317 -2.194 2.327
N -0.3487 -0.0493 0.7730 1.544 -1.561 -3.822
H 1.0525 -0.5882 2.4270 -1.185 -0.075 -1.564
H -0.1712 -1.7343 2.1009 -0.567 -0.569 -0.382
H 1.0690 -2.0776 -0.3566 -0.036 -0.292 1.442
H 1.8935 -2.5894 1.2724 -0.265 0.429 -0.800
H 3.7075 -0.9626 0.4553 0.667 -0.315 0.289
H -1.0232 -0.5471 0.0685 0.846 1.334 1.571
H 0.2430 0.6621 0.1861 -0.866 -1.075 0.613
H -0.8673 0.5801 1.2902 -2.031 1.288 1.960
H -2.8409 1.0998 -2.7840 -6.260 -1.655 -2.369
H -1.4417 1.6236 -3.3907 -2.212 -0.781 1.398
O -2.0268 1.3409 -2.6148 8.528 2.352 1.063
H -3.6521 -0.7181 -0.0317 -1.288 -0.348 -1.144
H -3.4247 0.8882 0.1351 -0.961 0.570 -1.001
O -3.2618 0.0046 0.4133 2.448 -0.284 2.057
H 1.8774 1.8979 -0.2015 0.017 -0.387 0.788
H 1.2979 2.8879 -0.9240 -1.210 1.157 -0.843
O 0.9693 2.1822 -0.3671 1.284 -0.558 0.235
```
Forces are in eV/Å.

Results
* relative energy (zero: lowest compared OMol25 entry of this formula, charge and spin): 163.1 kJ/mol
* expectation value of S²: 0.758
* net charge: +2
* spin multiplicity: 2
* HOMO energy (alpha / beta): -0.6367 / -0.6366 Eh
* frontier orbital gap (alpha / beta): 0.244 / 0.126 Eh

Atom charges from the Mulliken analysis, given in e for atoms 1 to 6: -0.703 -0.347 0.240 -0.067 -0.146 0.391

---

Record 2
The following is a DFT calculation (ωB97M-V with the def2-TZVPD basis set) of C6H6 as an isolated structure.

XYZ file:
```
12
Properties=species:S:1:pos:R:3:forces:R:3
C -1.3885 -0.9040 -0.6817 -0.368 -0.252 -0.247
C -0.5641 -0.3002 0.4284 0.565 0.383 -0.037
C 0.8541 -0.7670 0.4581 1.780 0.540 -0.123
C 1.8849 0.0508 0.3502 -1.863 1.706 -0.100
C -0.3187 1.1670 0.2784 1.397 1.221 -0.168
C 0.8957 1.6808 0.2048 0.665 -2.335 0.205
H -0.9327 -0.7272 -1.6592 -0.002 0.017 0.151
H -1.4808 -1.9796 -0.5300 -0.020 0.006 -0.058
H -2.3878 -0.4684 -0.6793 0.002 -0.029 -0.051
H -1.0064 -0.4763 1.3993 -0.304 -0.166 0.294
H 2.9878 0.0980 0.3317 -1.022 -0.389 0.046
H 1.4566 2.6258 0.0992 -0.829 -0.700 0.089
```
Forces are in eV/Å.

Results
* relative energy (zero: lowest compared OMol25 entry of this formula, charge and spin): 683.0 kJ/mol
* HOMO energy (alpha / beta): -0.3230 / -0.3217 Eh
* frontier orbital gap (alpha / beta): 0.300 / 0.298 Eh

Atom charges from the Mulliken analysis, given in e for atoms 1 to 6: -1.152 0.833 -0.544 -0.308 -0.544 -0.306

---

Record 3
The following is a DFT calculation (ωB97M-V with the def2-TZVPD basis set) of a single C25H42BClFNO11 molecule.

XYZ file:
```
82
Properties=species:S:1:pos:R:3:forces:R:3
C -3.2736 4.7281 0.5354 -0.200 -0.966 -0.121
C -3.2876 3.1462 0.3728 -0.312 0.613 2.126
O -4.1589 2.6939 -0.6802 1.759 -0.434 -0.261
C -3.5037 2.5028 -1.8815 -0.109 0.745 -1.088
O -3.9628 3.0434 -2.8486 -0.167 -0.255 -0.045
C -2.1949 1.6883 -2.0722 0.543 -0.619 0.916
C -2.0342 0.4690 -1.0551 -1.156 0.779 0.085
C -0.6824 0.4763 -0.2572 0.300 1.036 -0.808
C 0.1341 -0.8819 -0.1130 -2.427 0.347 -0.950
C -0.9325 -1.9659 0.2365 -0.655 -0.822 -0.190
C -2.1351 -1.7052 1.2020 -0.875 -0.841 -0.389
C -2.6491 -3.1207 1.7222 -1.873 1.491 0.888
C -1.9993 -3.5913 3.0553 1.279 -0.846 -1.089
C -4.1997 -2.9006 2.0344 1.033 0.048 0.820
C 0.7955 -1.3629 -1.5043 1.600 0.431 -0.337
C 1.0259 -2.9006 -1.6802 1.630 -1.140 -0.997
O -0.0793 -3.7502 -1.9968 -0.752 1.764 0.376
O 0.1422 -5.0113 -1.4719 0.561 -1.422 0.380
C 0.2754 -0.7089 -2.8304 -0.491 0.157 -1.512
C -0.8103 -1.4099 -3.6758 0.245 -0.804 -0.781
O -1.9255 -1.1006 -3.8777 -0.324 0.469 0.489
F -0.3492 -2.4835 -4.4433 0.420 1.063 1.127
O 2.2121 -0.9381 -1.5759 -0.869 -0.067 0.542
C 2.4145 0.3682 -1.0847 0.577 -0.149 0.713
O 3.7708 0.7052 -1.3564 -1.219 -0.674 0.165
C 3.9717 0.9507 -2.7572 1.473 0.987 -0.538
C 3.9278 2.4966 -3.0281 0.154 -0.840 0.141
C 2.2462 0.3226 0.4998 1.752 2.429 -2.348
B 2.2441 1.8826 0.9261 -0.584 1.559 2.303
O 1.5833 2.9301 0.2069 1.002 -1.559 -0.610
C 2.9868 2.3901 2.2728 -1.333 0.767 -0.489
C 2.1232 3.6208 2.8363 0.131 -0.903 0.727
N 1.1992 -0.6248 0.9615 2.108 -2.315 -0.049
C 1.9730 -1.8949 1.2852 1.205 -2.590 -0.523
C 2.8906 -1.8617 2.5301 -0.433 -0.355 0.674
O 3.4597 -0.9588 3.0225 -0.163 0.558 -0.460
Cl 3.1715 -3.4949 3.3029 -0.456 0.476 -0.910
C 0.5926 -0.3755 2.3171 -4.929 -0.564 6.907
O 0.2978 0.7218 2.7908 1.897 1.920 -3.187
O 0.2002 -1.3729 3.0485 2.484 -0.204 -3.729
H -2.2202 5.0767 0.4649 -0.884 0.122 -0.061
H -3.9446 5.1594 -0.2406 0.733 -0.122 0.419
H -3.7052 4.9985 1.5315 0.509 -0.173 -0.834
H -3.7256 2.7532 1.3290 0.364 0.040 -0.984
H -2.2485 2.7464 0.3306 -0.771 0.225 -0.399
H -1.3404 2.4163 -1.9816 -0.762 -0.552 0.127
H -2.1550 1.3276 -3.1286 -0.427 0.409 0.863
H -2.3189 -0.4667 -1.5769 0.514 0.565 0.263
H -2.8724 0.6374 -0.3255 0.881 -0.425 -0.511
H -0.0663 1.2619 -0.7771 -0.216 -0.868 0.678
H -0.9269 0.9481 0.7215 0.589 -0.812 -0.371
H -0.5273 -2.9810 0.5032 0.158 1.148 -0.092
H -1.4404 -2.1837 -0.7465 0.712 0.257 0.781
H -2.0014 -0.9612 2.0138 0.277 -0.743 -0.326
H -3.0276 -1.3489 0.6164 1.105 -0.041 0.270
H -2.6175 -3.8567 0.8828 0.431 0.340 0.685
H -1.9625 -2.8120 3.8482 -0.312 -0.516 -0.666
H -0.9257 -3.8543 2.8352 -0.811 0.294 0.431
H -2.4679 -4.5464 3.4001 0.178 0.897 -0.089
H -4.2248 -2.0992 2.8244 -0.235 -0.568 -0.786
H -4.6125 -3.8155 2.5273 0.078 0.673 -0.697
H -4.7792 -2.5683 1.1453 0.292 -0.401 0.630
H 1.7309 -2.9943 -2.5595 -0.560 0.397 0.797
H 1.5938 -3.3987 -0.8544 -0.634 0.891 -0.363
H 0.0414 -4.9745 -0.4986 -0.296 0.450 -0.360
H 1.1236 -0.6623 -3.5721 -0.463 -0.471 1.056
H -0.0086 0.3723 -2.7648 -0.128 -1.128 0.404
H 1.8176 1.1663 -1.5844 -0.214 -0.847 0.255
H 5.0222 0.6206 -2.9774 -0.986 0.091 0.245
H 3.3190 0.3573 -3.4370 0.111 0.418 0.782
H 4.8503 2.9626 -2.6030 -0.775 -0.332 -0.375
H 3.9046 2.6499 -4.1338 -0.148 0.211 0.924
H 3.0483 2.9365 -2.5018 0.472 -0.157 -0.733
H 3.2958 0.0086 0.7545 -1.308 -0.183 0.394
H 2.1879 3.3195 -0.4467 -0.358 0.116 0.288
H 4.0016 2.7758 2.0066 -0.443 -0.554 0.477
H 2.9714 1.6306 3.0833 0.590 0.271 -0.808
H 2.4607 4.6029 2.4425 -0.381 -0.673 0.233
H 2.2319 3.5877 3.9534 0.029 0.401 -0.976
H 1.0316 3.4452 2.6569 0.999 0.331 -0.037
H 1.3333 -2.7896 1.4045 0.025 1.024 0.076
H 2.6933 -2.1695 0.4657 -0.759 0.727 0.426
```
Forces are in eV/Å.

Results
* SMILES: CCOC(=O)CCC[C@@]1(CCC(C)C)[C@@](COO)(CC(=O)F)O[C@H](OCC)[C@@H](B(O)CC)[N@@+]1(CC(=O)Cl)C(=O)[O-]
* HOMO energy: -0.3379 Eh
* frontier orbital gap: 0.337 Eh

Atom charges from the Mulliken analysis, given in e for atoms 1 to 6: -1.141 0.672 -0.336 0.017 -0.568 -0.864